Entry 1:
Below is a cluster of 14 separate species, CH29O14 in total at a distorted geometry, with properties calculated with the ωB97M-V functional and the def2-TZVPD basis.

Geometry (Å):
C  0.46  -0.02  -0.17
O  0.73  0.23  1.24
H  0.64  0.85  -0.75
H  -0.62  -0.34  -0.27
H  1.13  -0.88  -0.32
O  1.43  0.45  -3.32
H  2.16  -0.13  -3.09
H  0.59  0.07  -3.00
O  -2.81  -2.76  -1.25
H  -3.26  -3.59  -1.01
H  -2.86  -2.21  -0.44
O  -2.75  1.23  -0.21
H  -2.71  0.39  0.31
H  -3.56  1.13  -0.66
O  -1.09  -0.41  -2.59
H  -1.84  0.02  -2.94
H  -1.02  -0.25  -1.64
O  -1.11  2.98  -1.92
H  -0.87  3.80  -1.54
H  -1.35  2.46  -1.19
O  -1.08  1.53  2.63
H  -0.71  0.85  2.07
H  -1.66  0.99  3.15
O  1.81  2.74  -1.93
H  1.70  1.91  -2.45
H  1.42  2.52  -1.11
O  0.16  -2.72  1.18
H  0.16  -1.79  0.99
H  -0.67  -2.74  1.68
O  -2.76  -1.29  1.03
H  -3.66  -1.08  1.24
H  -2.48  -1.50  1.88
O  1.63  -0.68  3.45
H  2.33  -0.08  3.74
H  1.16  -0.26  2.69
O  2.64  -2.75  -0.60
H  1.72  -2.70  -0.58
H  3.02  -1.88  -0.23
O  3.34  -0.29  0.74
H  2.40  -0.12  0.93
H  3.58  -0.84  1.47
O  1.35  2.73  0.75
H  1.03  1.81  0.86
H  2.24  2.64  1.17

Results
F_max	3.54	eV Å⁻¹
HOMO energy	-0.225	Eh
Kohn-Sham gap	7.69	eV
total charge	-1
energy relative to the best compared isomer or geometry (same formula, charge and spin)	34.4	kcal/mol
E_LUMO	1.58	eV
2S+1	1

***

Entry 2:
Below is a structure of composition C5H7NO at a distorted geometry, with properties calculated with the ωB97M-V functional and the def2-TZVPD basis.

Geometry (Å):
C  -1.79  0.12  0.03
C  1.66  1.28  0.14
C  1.80  0.00  0.05
C  -1.03  -0.92  0.76
C  -0.16  -0.94  -0.49
N  -0.89  0.07  -1.06
O  -2.65  0.91  0.33
H  2.48  1.81  0.33
H  0.78  1.85  -0.10
H  2.59  -0.59  0.30
H  -0.65  -0.66  1.75
H  -1.59  -1.89  0.74
H  -0.01  -1.78  -1.06
H  -0.55  0.73  -1.74

Results
F_max	6.29	eV Å⁻¹
HOMO energy	-0.320	Eh
Kohn-Sham gap	9.71	eV
energy relative to the best compared isomer or geometry (same formula, charge and spin)	100.9	kcal/mol
E_LUMO	1.01	eV
2S+1	1

***

Entry 3:
Below is a structure of composition C28H25N5O4W, with properties calculated with the ωB97M-V functional and the def2-TZVPD basis.

Geometry (Å):
W  0.12  -1.37  0.92
C  -4.03  -0.49  -0.50
C  -2.77  -1.05  -0.30
N  -1.90  -0.55  0.57
C  -2.25  0.54  1.30
C  -3.50  1.16  1.17
C  -4.40  0.62  0.23
C  -3.81  2.29  2.00
C  -2.92  2.74  2.91
C  -1.63  2.13  3.05
C  -0.64  2.57  3.95
C  0.57  1.93  3.99
C  0.82  0.86  3.14
N  -0.09  0.41  2.28
C  -1.30  1.05  2.23
H  -4.70  -0.93  -1.22
H  -2.47  -1.94  -0.84
H  -5.37  1.07  0.09
H  -4.78  2.76  1.90
H  -3.15  3.58  3.55
H  -0.85  3.41  4.61
H  1.35  2.25  4.67
H  1.77  0.34  3.15
N  -0.44  -2.70  2.65
N  0.78  -3.18  3.20
C  1.97  -2.72  2.66
O  3.04  -3.18  2.91
O  1.77  -1.64  1.84
H  -1.00  -2.30  3.40
H  -0.96  -3.48  2.24
H  0.78  -4.06  3.69
C  -0.61  3.14  -3.96
C  0.05  2.58  -2.73
C  0.61  3.43  -1.79
C  1.25  2.95  -0.65
C  1.29  1.59  -0.43
C  0.71  0.73  -1.36
N  0.72  -0.70  -1.07
C  1.96  -1.45  -1.38
C  3.11  -0.79  -1.75
C  4.26  -1.51  -2.03
C  4.26  -2.89  -1.96
C  3.10  -3.56  -1.60
C  1.94  -2.85  -1.29
C  0.77  -3.67  -0.85
O  0.64  -4.83  -1.02
O  -0.19  -2.98  -0.11
C  0.12  1.19  -2.53
C  -0.45  0.23  -3.55
H  -0.66  4.23  -3.91
H  -1.62  2.76  -4.08
H  -0.05  2.88  -4.86
H  0.57  4.50  -1.96
H  1.71  3.64  0.04
H  1.81  1.18  0.43
H  0.00  -1.11  -1.66
H  3.11  0.29  -1.84
H  5.16  -0.98  -2.32
H  5.16  -3.45  -2.18
H  3.07  -4.64  -1.54
H  0.06  -0.73  -3.56
H  -0.34  0.64  -4.55
H  -1.52  0.06  -3.39

Results
F_max	0.41	eV Å⁻¹
HOMO energy (spin up / spin down)	-0.532 / -0.533	Eh
Kohn-Sham gap (spin up / spin down)	7.45 / 6.98	eV
total charge	+2
energy relative to the best compared isomer or geometry (same formula, charge and spin)	0.0	kcal/mol
E_LUMO (spin up / spin down)	-7.03 / -7.53	eV
2S+1	3

***

Entry 4:
Below is a structure of composition C14H37BrCrN3O4 at a distorted geometry, with properties calculated with the ωB97M-V functional and the def2-TZVPD basis.

Geometry (Å):
Cr  0.74  2.89  -1.28
Br  0.20  0.50  -0.30
C  2.78  1.94  -3.74
O  2.47  2.18  -2.36
C  3.61  1.91  -1.52
C  3.28  2.33  -0.08
N  2.34  3.47  -0.02
C  3.00  4.73  -0.25
C  3.93  5.15  0.93
O  3.17  5.27  2.18
C  4.02  5.78  3.20
H  3.18  0.93  -3.80
H  3.45  2.72  -4.12
H  1.96  2.01  -4.46
H  4.52  2.41  -1.85
H  3.90  0.87  -1.63
H  4.21  2.45  0.48
H  2.90  1.42  0.37
H  2.12  3.44  0.97
H  2.27  5.53  -0.36
H  3.57  4.63  -1.17
H  4.47  6.05  0.64
H  4.74  4.47  1.19
H  3.49  5.86  4.15
H  4.50  6.74  2.98
H  4.85  5.10  3.36
C  -5.79  -0.40  -1.38
C  -5.49  -1.89  -1.20
C  -3.99  -2.27  -1.10
O  -3.42  -1.91  -2.35
C  -2.01  -2.11  -2.38
N  -6.23  -2.26  0.03
H  -5.15  -0.01  -2.18
H  -5.64  0.22  -0.50
H  -6.83  -0.29  -1.70
H  -5.89  -2.48  -2.03
H  -3.96  -3.36  -1.03
H  -3.50  -1.80  -0.25
H  -1.49  -1.26  -1.94
H  -1.61  -2.07  -3.40
H  -1.76  -3.10  -1.99
H  -5.92  -3.18  0.32
H  -6.05  -1.75  0.88
C  -1.49  -2.43  2.97
C  -0.13  -2.99  2.58
C  -0.15  -3.81  1.28
O  -0.86  -5.01  1.44
C  -0.99  -5.74  0.21
N  0.80  -1.89  2.48
H  -2.16  -3.27  3.11
H  -1.77  -1.67  2.24
H  -1.44  -1.84  3.89
H  0.29  -3.57  3.40
H  0.86  -4.04  0.95
H  -0.62  -3.20  0.51
H  -1.18  -5.16  -0.69
H  -1.95  -6.25  0.36
H  -0.26  -6.54  0.12
H  0.48  -1.21  1.81
H  1.62  -2.26  2.02

Results
F_max	2.33	eV Å⁻¹
HOMO energy (spin up / spin down)	-0.236 / -0.316	Eh
Kohn-Sham gap (spin up / spin down)	6.38 / 8.60	eV
E_LUMO (spin up / spin down)	-0.03 / 0.00	eV
2S+1	6

***

Entry 5:
Below is an isolated molecule of C6H13N at a distorted geometry, with properties calculated with the ωB97M-V functional and the def2-TZVPD basis.

Geometry (Å):
C  1.13  1.42  0.93
C  0.59  1.17  -0.42
C  -0.28  -0.08  -0.58
C  -1.62  -0.13  -0.74
C  -2.57  -1.33  -0.76
C  0.48  -1.33  -0.01
N  2.32  0.66  1.24
H  1.42  2.49  0.96
H  0.28  1.26  1.59
H  1.42  1.11  -1.12
H  0.05  2.08  -0.90
H  -2.22  0.75  -0.58
H  -2.58  -2.04  0.03
H  -3.58  -0.89  -0.52
H  -2.70  -1.95  -1.67
H  1.39  -1.45  -0.68
H  0.82  -1.43  1.01
H  -0.17  -2.25  -0.35
H  3.05  0.78  0.53
H  2.78  1.15  2.03

Results
F_max	5.14	eV Å⁻¹
HOMO energy	-0.319	Eh
SMILES	C/C=C(\C)CCN
Kohn-Sham gap	9.69	eV
energy relative to the best compared isomer or geometry (same formula, charge and spin)	43.6	kcal/mol
E_LUMO	1.01	eV
2S+1	1

***

Entry 6:
Below is a cluster of 2 separate species, C20H37N3O5 in total at a distorted geometry, with properties calculated with the ωB97M-V functional and the def2-TZVPD basis.

Geometry (Å):
C  -1.14  -2.83  4.49
C  -2.10  -3.70  3.64
C  -3.44  -3.04  3.25
C  -3.45  -1.51  3.11
C  -4.89  -1.06  2.70
C  -2.40  -0.95  2.15
C  -2.62  0.60  1.95
O  -3.12  1.35  2.68
N  -2.12  0.97  0.67
C  -1.48  -0.23  0.16
C  -0.96  -0.26  -1.28
C  0.59  -0.29  -1.24
N  1.21  0.02  -2.54
C  2.45  -0.78  -2.68
C  3.54  -0.50  -1.64
C  1.45  1.39  -2.73
C  0.57  2.46  -2.12
O  2.36  1.75  -3.40
C  -2.43  -1.35  0.65
C  -2.01  -2.76  0.24
C  -2.82  -3.14  -1.01
O  -3.96  -2.98  -1.12
O  -2.07  -3.73  -2.00
H  -1.66  -2.09  5.08
H  -0.38  -2.38  3.86
H  -0.59  -3.48  5.17
H  -2.35  -4.56  4.26
H  -1.54  -4.10  2.79
H  -4.15  -3.29  4.04
H  -3.85  -3.46  2.32
H  -3.27  -1.05  4.08
H  -4.94  -0.90  1.62
H  -5.57  -1.87  2.94
H  -5.18  -0.16  3.23
H  -1.40  -0.95  2.58
H  -2.81  1.40  0.06
H  -0.60  -0.37  0.80
H  -1.33  0.59  -1.85
H  -1.24  -1.18  -1.80
H  0.84  -1.31  -0.95
H  0.96  0.34  -0.43
H  2.17  -1.83  -2.57
H  2.83  -0.69  -3.69
H  3.33  -1.07  -0.73
H  3.61  0.55  -1.36
H  4.52  -0.77  -2.02
H  -0.20  2.11  -1.45
H  0.15  3.07  -2.92
H  1.24  3.09  -1.53
H  -3.40  -1.02  0.26
H  -2.24  -3.53  0.96
H  -0.97  -2.73  -0.07
H  -2.36  -4.64  -2.12
C  4.32  3.33  -2.10
C  4.05  4.64  -1.40
O  3.11  4.77  -0.63
N  4.89  5.68  -1.65
C  6.05  5.71  -2.52
H  3.57  2.62  -1.81
H  4.26  3.46  -3.18
H  5.30  2.95  -1.83
H  4.65  6.52  -1.14
H  6.93  5.96  -1.93
H  5.90  6.48  -3.28
H  6.20  4.75  -3.01

Results
F_max	3.79	eV Å⁻¹
HOMO energy	-0.345	Eh
SMILES	CCC[C@H](C)[C@@H]1C(=O)N[C@H](CCN(CC)C(C)=O)[C@H]1CC(=O)O.CNC(C)=O
Kohn-Sham gap	9.80	eV
E_LUMO	0.40	eV
2S+1	1

***

Q: What is the 2S+1 in the third record?
A: 3

***

Copy entry 3 word for word.
Below is a structure of composition C28H25N5O4W, with properties calculated with the ωB97M-V functional and the def2-TZVPD basis.

Geometry (Å):
W  0.12  -1.37  0.92
C  -4.03  -0.49  -0.50
C  -2.77  -1.05  -0.30
N  -1.90  -0.55  0.57
C  -2.25  0.54  1.30
C  -3.50  1.16  1.17
C  -4.40  0.62  0.23
C  -3.81  2.29  2.00
C  -2.92  2.74  2.91
C  -1.63  2.13  3.05
C  -0.64  2.57  3.95
C  0.57  1.93  3.99
C  0.82  0.86  3.14
N  -0.09  0.41  2.28
C  -1.30  1.05  2.23
H  -4.70  -0.93  -1.22
H  -2.47  -1.94  -0.84
H  -5.37  1.07  0.09
H  -4.78  2.76  1.90
H  -3.15  3.58  3.55
H  -0.85  3.41  4.61
H  1.35  2.25  4.67
H  1.77  0.34  3.15
N  -0.44  -2.70  2.65
N  0.78  -3.18  3.20
C  1.97  -2.72  2.66
O  3.04  -3.18  2.91
O  1.77  -1.64  1.84
H  -1.00  -2.30  3.40
H  -0.96  -3.48  2.24
H  0.78  -4.06  3.69
C  -0.61  3.14  -3.96
C  0.05  2.58  -2.73
C  0.61  3.43  -1.79
C  1.25  2.95  -0.65
C  1.29  1.59  -0.43
C  0.71  0.73  -1.36
N  0.72  -0.70  -1.07
C  1.96  -1.45  -1.38
C  3.11  -0.79  -1.75
C  4.26  -1.51  -2.03
C  4.26  -2.89  -1.96
C  3.10  -3.56  -1.60
C  1.94  -2.85  -1.29
C  0.77  -3.67  -0.85
O  0.64  -4.83  -1.02
O  -0.19  -2.98  -0.11
C  0.12  1.19  -2.53
C  -0.45  0.23  -3.55
H  -0.66  4.23  -3.91
H  -1.62  2.76  -4.08
H  -0.05  2.88  -4.86
H  0.57  4.50  -1.96
H  1.71  3.64  0.04
H  1.81  1.18  0.43
H  0.00  -1.11  -1.66
H  3.11  0.29  -1.84
H  5.16  -0.98  -2.32
H  5.16  -3.45  -2.18
H  3.07  -4.64  -1.54
H  0.06  -0.73  -3.56
H  -0.34  0.64  -4.55
H  -1.52  0.06  -3.39

Results
F_max	0.41	eV Å⁻¹
HOMO energy (spin up / spin down)	-0.532 / -0.533	Eh
Kohn-Sham gap (spin up / spin down)	7.45 / 6.98	eV
total charge	+2
energy relative to the best compared isomer or geometry (same formula, charge and spin)	0.0	kcal/mol
E_LUMO (spin up / spin down)	-7.03 / -7.53	eV
2S+1	3

***

Please write out number 5 again, unchanged.
Below is an isolated molecule of C6H13N at a distorted geometry, with properties calculated with the ωB97M-V functional and the def2-TZVPD basis.

Geometry (Å):
C  1.13  1.42  0.93
C  0.59  1.17  -0.42
C  -0.28  -0.08  -0.58
C  -1.62  -0.13  -0.74
C  -2.57  -1.33  -0.76
C  0.48  -1.33  -0.01
N  2.32  0.66  1.24
H  1.42  2.49  0.96
H  0.28  1.26  1.59
H  1.42  1.11  -1.12
H  0.05  2.08  -0.90
H  -2.22  0.75  -0.58
H  -2.58  -2.04  0.03
H  -3.58  -0.89  -0.52
H  -2.70  -1.95  -1.67
H  1.39  -1.45  -0.68
H  0.82  -1.43  1.01
H  -0.17  -2.25  -0.35
H  3.05  0.78  0.53
H  2.78  1.15  2.03

Results
F_max	5.14	eV Å⁻¹
HOMO energy	-0.319	Eh
SMILES	C/C=C(\C)CCN
Kohn-Sham gap	9.69	eV
energy relative to the best compared isomer or geometry (same formula, charge and spin)	43.6	kcal/mol
E_LUMO	1.01	eV
2S+1	1